No. 1
{
  "formula": "C28H67Br2N9O4P3",
  "method": "ωB97M-V/def2-TZVPD",
  "elements": ["C", "C", "N", "C", "C", "N", "P", "C", "C", "C", "C", "C", "C", "Br", "C", "C", "Br", "N", "C", "C", "C", "C", "O", "O", "H", "H", "H", "H", "H", "H", "H", "H", "H", "H", "H", "H", "H", "H", "H", "H", "H", "H", "H", "H", "H", "H", "H", "H", "H", "H", "H", "H", "H", "H", "H", "O", "P", "N", "C", "C", "N", "C", "C", "N", "C", "C", "H", "H", "H", "H", "H", "H", "H", "H", "H", "H", "H", "H", "H", "H", "H", "H", "H", "H", "O", "P", "N", "C", "C", "N", "C", "C", "N", "C", "C", "H", "H", "H", "H", "H", "H", "H", "H", "H", "H", "H", "H", "H", "H", "H", "H", "H", "H"],
  "xyz": [[0.175619, -2.302470, 6.162285], [0.931043, -1.453129, 5.127595], [0.411241, -1.616964, 3.757700], [1.130184, -0.702061, 2.845691], [1.677275, -1.583530, 1.698390], [2.209383, -0.811585, 0.512874], [3.984183, -0.369209, 0.637548], [4.243670, 1.374725, 0.051087], [4.511181, -0.300167, 2.436457], [5.983694, 0.238622, 2.375430], [1.280450, 0.299153, 0.132423], [0.959816, 1.111297, 1.398070], [0.538455, 2.543446, 1.198351], [1.249254, 3.767083, 2.534469], [-0.238605, 3.086836, 0.285748], [-0.552502, 4.569986, 0.200193], [-1.061311, 1.993195, -1.056676], [0.197461, 0.365814, 2.419424], [-1.076145, -0.155384, 1.920380], [-2.201761, -0.076555, 3.013860], [-3.348369, 0.818697, 2.468651], [-4.651174, 0.656020, 3.242617], [-5.005499, 1.467245, 4.020492], [-5.438562, -0.428297, 3.005665], [0.576587, -2.016694, 7.146037], [0.396854, -3.373366, 6.065735], [-0.899239, -2.098756, 6.171455], [1.995560, -1.756649, 5.180003], [0.863778, -0.406549, 5.450099], [0.607715, -2.579528, 3.490469], [1.900678, -0.222618, 3.461033], [0.893672, -2.271384, 1.354693], [2.477915, -2.214390, 2.104868], [2.165755, -1.484481, -0.254536], [5.314502, 1.550500, -0.090849], [3.799219, 1.440650, -0.955802], [3.791756, 2.133606, 0.703471], [4.438945, -1.272247, 2.927661], [3.927984, 0.491606, 2.924950], [6.545838, 0.003825, 3.279041], [5.905133, 1.326152, 2.261057], [6.453335, -0.123438, 1.450237], [1.658867, 0.916922, -0.691414], [0.385548, -0.180591, -0.286606], [1.949909, 1.197990, 1.891954], [-0.887699, 4.749246, -0.832229], [-1.399526, 4.843872, 0.837778], [0.334374, 5.188221, 0.344399], [-1.476936, 0.349378, 1.038580], [-1.017448, -1.227307, 1.658007], [-2.614908, -1.075340, 3.198835], [-1.776796, 0.352146, 3.924671], [-3.567107, 0.569701, 1.414383], [-3.028976, 1.866968, 2.483928], [-5.493010, -0.580409, 2.044323], [3.006745, 2.892808, -2.852897], [3.986258, 3.920002, -3.416963], [2.818005, 4.954317, -4.166630], [2.023611, 4.503376, -5.298260], [1.942958, 5.581197, -3.178065], [4.815818, 2.852958, -4.482757], [4.655142, 2.837064, -5.917937], [5.062652, 1.508975, -3.977295], [5.229840, 5.089836, -3.730724], [5.065868, 6.439685, -4.250029], [6.577296, 4.808724, -3.247054], [1.228079, 5.218636, -5.515102], [1.561746, 3.522641, -5.129950], [2.620112, 4.468767, -6.209058], [2.524930, 5.935722, -2.320041], [1.180926, 4.885224, -2.804033], [1.444806, 6.453520, -3.606610], [3.696942, 2.397128, -6.221202], [5.451342, 2.253792, -6.387761], [4.743167, 3.841079, -6.338685], [4.188967, 0.853616, -4.100642], [5.316137, 1.536054, -2.915990], [5.913106, 1.055326, -4.491643], [4.671250, 6.419708, -5.265565], [6.026948, 6.956911, -4.295120], [4.411306, 7.046914, -3.623714], [7.265272, 4.702671, -4.089382], [6.607902, 3.881949, -2.674152], [6.942451, 5.601556, -2.588974], [-5.884655, -2.629737, 0.569835], [-5.224770, -3.977027, 0.259250], [-6.034092, -4.246884, -1.248986], [-7.472831, -4.454463, -1.310343], [-5.643838, -3.258799, -2.252531], [-5.870962, -4.812343, 1.611705], [-6.971413, -5.743204, 1.536741], [-5.876965, -4.065408, 2.868426], [-4.215051, -5.361352, -0.047292], [-4.139481, -6.151114, -1.267027], [-3.171142, -5.677135, 0.919647], [-7.818157, -4.426925, -2.345632], [-8.035506, -3.702521, -0.744895], [-7.742458, -5.448076, -0.955158], [-4.560391, -3.094572, -2.228095], [-6.134263, -2.291978, -2.090004], [-5.889004, -3.615088, -3.255686], [-7.931369, -5.235637, 1.382123], [-7.047927, -6.322993, 2.460346], [-6.817093, -6.478450, 0.743501], [-6.733344, -3.383171, 2.929496], [-4.967867, -3.473103, 2.978793], [-5.916217, -4.745586, 3.722801], [-5.084984, -6.656451, -1.461856], [-3.378143, -6.930353, -1.178351], [-3.871578, -5.547015, -2.135087], [-3.368704, -6.645540, 1.386184], [-3.126290, -4.929959, 1.712389], [-2.182345, -5.705071, 0.450985]],
  "forces_ev_per_a": [[0.555, 0.318, 0.229], [-0.249, -0.624, 0.770], [0.945, 0.298, -0.038], [-1.462, -0.736, 0.776], [0.152, 0.081, 0.698], [-0.751, 0.393, 0.245], [2.676, -0.686, -0.230], [-1.291, -0.334, -0.044], [-0.208, 1.202, -0.493], [-1.043, 0.156, -0.724], [-1.428, 0.208, -0.310], [1.093, 0.127, 0.743], [0.188, -0.106, 0.627], [-0.137, -0.760, -0.326], [-0.296, 0.844, -0.201], [-0.483, -0.590, -1.448], [-0.001, 0.456, 0.062], [0.869, -0.095, -1.427], [-1.304, -0.920, 1.154], [-0.248, 0.260, -1.103], [-0.024, -0.538, -0.218], [0.227, -0.003, -0.946], [-0.296, 1.082, 1.588], [0.314, 0.078, -0.699], [-0.208, -0.095, -0.171], [-0.316, 0.200, -0.206], [0.184, -0.169, -0.161], [-0.180, 0.286, -0.043], [-0.064, -0.112, -0.417], [-0.246, 0.066, 0.038], [0.236, 0.035, -0.678], [0.066, 0.398, -0.154], [-0.019, 0.200, -0.260], [0.398, 0.204, -0.022], [-0.145, -0.279, 0.291], [0.076, 0.206, 0.257], [0.217, -0.021, -0.181], [-0.103, 0.192, -0.082], [-0.025, -0.565, 0.378], [-0.022, -0.125, -0.256], [0.273, -0.208, 0.207], [0.387, -0.155, 0.503], [0.406, -0.224, 0.362], [0.169, 0.061, 0.296], [-0.222, 0.247, -0.292], [0.049, 0.117, 0.302], [0.387, -0.003, 0.178], [-0.192, -0.136, 0.358], [0.665, 0.256, 0.106], [0.240, 0.327, -0.122], [0.276, 0.181, 0.192], [-0.203, -0.199, -0.059], [0.213, -0.113, 0.258], [-0.288, -0.149, 0.149], [0.137, -0.625, 0.260], [1.565, 0.792, 3.009], [-1.759, -0.431, -6.093], [-0.148, 0.817, -0.001], [0.186, -0.372, -0.281], [0.225, -0.028, 0.256], [0.731, -0.999, 0.660], [0.219, 0.566, -0.252], [-0.452, -0.078, 0.118], [-0.039, -0.407, 1.979], [-0.375, 0.526, 0.281], [0.119, -0.110, 0.113], [0.024, 0.063, 0.280], [-0.049, -0.004, -0.035], [0.040, -0.154, 0.062], [-0.014, -0.039, 0.013], [0.000, 0.017, 0.050], [0.039, -0.052, -0.097], [0.005, 0.025, -0.055], [0.029, -0.060, 0.172], [-0.151, 0.022, 0.072], [0.046, -0.090, 0.048], [-0.068, -0.016, -0.025], [-0.026, 0.139, -0.128], [-0.176, -0.089, 0.120], [0.114, -0.281, 0.214], [-0.035, 0.079, -0.138], [-0.013, 0.049, -0.005], [-0.037, -0.051, -0.106], [-0.025, 0.011, -0.034], [3.546, 1.047, 0.066], [-5.828, -2.924, -0.471], [0.275, -0.343, -0.851], [-0.228, -0.147, 0.408], [0.272, 0.066, 0.155], [0.769, 0.213, 1.213], [0.179, -0.474, -0.265], [-0.388, 0.340, -0.188], [1.268, 1.566, 0.315], [0.171, 0.220, -0.602], [0.063, 0.074, 0.155], [0.234, 0.170, -0.041], [-0.054, 0.002, -0.023], [0.005, 0.073, 0.153], [-0.014, 0.033, 0.028], [0.056, 0.032, -0.016], [-0.061, -0.079, 0.061], [-0.034, -0.050, -0.021], [0.107, 0.136, 0.074], [-0.029, 0.128, -0.095], [0.068, 0.072, 0.122], [-0.078, 0.066, -0.064], [-0.034, -0.174, -0.158], [-0.058, 0.220, -0.030], [0.102, 0.183, 0.297], [-0.097, -0.108, -0.091], [0.023, -0.016, -0.039], [-0.134, -0.044, 0.030], [-0.023, -0.035, -0.032]],
  "spin_multiplicity": 1,
  "mol_weight_g_mol": 846.63,
  "gap_ev": 7.056,
  "homo_ev": -9.68,
  "lumo_ev": -2.62,
  "max_force_ev_per_a": 6.54,
  "total_charge": 1
}

***

No. 2
{
  "formula": "C26H27Cl3InN8O5",
  "method": "ωB97M-V/def2-TZVPD",
  "elements": ["In", "C", "C", "N", "C", "C", "N", "C", "C", "C", "C", "C", "N", "C", "C", "N", "C", "C", "N", "C", "C", "C", "N", "C", "C", "H", "H", "H", "H", "H", "H", "H", "H", "H", "H", "H", "H", "O", "Cl", "O", "O", "O", "C", "N", "C", "C", "N", "C", "H", "H", "H", "H", "H", "H", "Cl", "C", "Cl", "H", "H", "C", "C", "C", "O", "H", "H", "H", "H", "H", "H", "H"],
  "xyz": [[1.415200, -1.101336, -0.636764], [4.472980, 1.245546, 1.507049], [3.838876, 0.123216, 0.994181], [2.521138, -0.001612, 1.066712], [1.815660, 0.971758, 1.639903], [2.469315, 2.109176, 2.104128], [3.785928, 2.246971, 2.036628], [0.349759, 0.741476, 1.784256], [-0.435213, 1.642292, 2.486398], [-1.784245, 1.376128, 2.680080], [-2.267517, 0.172945, 2.185965], [-1.421033, -0.690288, 1.504662], [-0.134527, -0.397664, 1.264270], [-1.990089, -2.001657, 1.087610], [-3.129276, -2.049207, 0.306181], [-3.697052, -3.210831, -0.022449], [-3.141648, -4.302876, 0.453012], [-1.995501, -4.243576, 1.264235], [-1.417113, -3.103825, 1.573812], [-2.659045, 2.315435, 3.414269], [-3.976292, 2.519974, 3.018046], [-4.757633, 3.413557, 3.734910], [-4.320522, 4.086559, 4.793648], [-3.063251, 3.882536, 5.171495], [-2.195431, 3.018494, 4.519944], [5.550199, 1.339634, 1.464827], [4.391869, -0.672099, 0.510726], [1.926557, 2.939453, 2.534964], [-0.010561, 2.551301, 2.883787], [-3.288615, -0.130629, 2.371514], [-3.582638, -1.145237, -0.079415], [-3.597346, -5.254610, 0.199034], [-1.906479, -6.134525, 1.524516], [-4.389399, 2.013428, 2.155654], [-5.784560, 3.596537, 3.440407], [-2.729255, 4.433251, 6.043108], [-1.190030, 2.882330, 4.895826], [-1.404824, -5.346364, 1.758029], [1.106946, -3.927498, -0.022079], [1.839221, -4.822216, -0.870924], [2.029966, -2.880555, 0.573393], [0.269419, -2.989840, -0.905064], [-2.263625, 2.344852, -3.254098], [-1.749402, 1.090062, -2.724090], [-2.236024, -0.169609, -2.986647], [-1.413843, -1.041152, -2.345724], [-0.429145, -0.328336, -1.699581], [-0.661512, 0.945617, -1.960070], [-3.329368, 2.238437, -3.436958], [-1.758787, 2.598417, -4.184213], [-2.108680, 3.135251, -2.523875], [-3.105625, -0.326776, -3.599674], [-1.455784, -2.114485, -2.307009], [-0.064145, 1.773585, -1.610862], [3.733780, -2.408501, -2.206142], [4.225987, -4.092340, -2.566296], [5.357874, -4.702546, -1.375043], [4.704169, -4.061610, -3.537858], [3.332404, -4.698289, -2.557106], [2.519888, 2.459585, -2.613954], [2.432192, 0.953565, -2.827106], [3.569266, 0.477589, -3.718925], [2.457991, 0.355932, -1.544693], [2.401250, 3.005373, -3.551022], [3.494441, 2.713566, -2.192636], [1.761604, 2.810046, -1.908500], [1.487356, 0.720746, -3.339071], [4.512821, 0.513949, -3.172176], [3.654979, 1.130210, -4.589503], [3.415975, -0.538656, -4.077622]],
  "forces_ev_per_a": [[-0.663, 0.074, 0.382], [0.028, -0.043, 0.002], [0.086, -0.074, -0.005], [0.037, 0.073, -0.133], [-0.016, -0.005, 0.069], [-0.068, -0.023, 0.031], [0.026, -0.016, -0.007], [0.041, -0.043, 0.041], [-0.044, -0.006, -0.009], [0.039, 0.002, -0.007], [0.027, -0.024, -0.012], [0.043, 0.058, -0.070], [0.080, 0.119, 0.067], [0.012, 0.016, -0.031], [0.017, 0.009, -0.029], [-0.011, 0.041, -0.004], [0.026, -0.030, 0.024], [0.032, -0.033, 0.000], [0.023, -0.010, -0.071], [-0.038, 0.030, 0.002], [0.025, 0.009, 0.023], [-0.026, -0.019, -0.038], [-0.004, 0.014, 0.008], [0.037, 0.006, 0.032], [-0.028, 0.006, -0.010], [-0.002, 0.011, 0.003], [-0.015, 0.006, -0.018], [0.012, -0.011, 0.008], [-0.009, 0.001, -0.005], [-0.004, 0.004, 0.007], [-0.017, 0.015, -0.015], [-0.003, -0.005, 0.002], [-0.036, -0.072, -0.020], [0.003, -0.011, -0.007], [0.000, 0.001, 0.002], [0.001, 0.001, 0.000], [0.009, -0.011, -0.001], [0.059, 0.096, 0.014], [-0.123, 0.318, 0.124], [0.061, -0.072, -0.035], [0.068, -0.101, -0.020], [0.117, -0.141, -0.134], [-0.020, 0.006, 0.001], [0.018, -0.088, 0.017], [-0.016, -0.005, -0.030], [-0.019, -0.009, -0.084], [-0.039, -0.119, -0.128], [0.058, 0.111, 0.197], [0.002, 0.015, 0.000], [-0.015, 0.008, -0.003], [0.013, 0.009, -0.020], [-0.011, -0.010, 0.003], [0.000, -0.016, 0.015], [-0.014, -0.044, -0.031], [0.117, -0.026, -0.085], [-0.003, 0.082, 0.026], [0.023, -0.025, 0.033], [0.010, -0.024, 0.020], [-0.025, -0.031, -0.003], [0.021, 0.053, 0.009], [-0.155, 0.044, -0.020], [0.016, 0.035, -0.053], [0.257, -0.173, -0.001], [0.000, -0.006, -0.019], [0.005, -0.004, 0.006], [0.017, -0.020, -0.030], [-0.029, 0.022, -0.016], [0.007, 0.014, 0.015], [-0.005, -0.008, -0.010], [-0.014, 0.049, 0.032]],
  "spin_multiplicity": 1,
  "mol_weight_g_mol": 752.73,
  "gap_ev": 8.330,
  "homo_ev": -11.95,
  "lumo_ev": -3.62,
  "max_force_ev_per_a": 0.77,
  "total_charge": 1,
  "de_lowest_ev": 0.000
}

***

No. 3
{
  "formula": "C5H6O2",
  "method": "ωB97M-V/def2-TZVPD",
  "elements": ["O", "C", "C", "O", "C", "C", "C", "H", "H", "H", "H", "H", "H"],
  "xyz": [[1.116480, 1.465724, 1.332893], [0.889474, 0.386983, 0.499055], [-0.430603, -0.374992, 0.769527], [-1.121020, 0.735609, 0.077458], [0.053480, 0.685078, -0.796606], [-0.108263, -0.699709, -1.396249], [-0.321329, -1.424029, -0.287066], [0.273505, 1.945832, 1.359633], [1.800484, -0.207976, 0.417477], [-0.882421, -0.611806, 1.728446], [0.220235, 1.588875, -1.389795], [-0.942351, -1.047241, -1.995172], [-0.566844, -2.474502, -0.297436]],
  "forces_ev_per_a": [[-0.120, 0.348, -0.092], [0.269, -0.210, -0.109], [0.153, -0.250, 0.592], [-0.149, -0.001, 0.354], [-0.034, 0.200, -0.151], [-0.882, -0.142, 0.609], [-0.100, -0.206, 0.305], [0.153, 0.045, 0.106], [-0.056, 0.163, -0.030], [0.344, 0.076, 0.143], [-0.124, -0.306, 0.047], [0.891, 0.253, -2.136], [-0.345, 0.032, 0.362]],
  "spin_multiplicity": 1,
  "mol_weight_g_mol": 98.10,
  "gap_ev": 10.006,
  "homo_ev": -9.28,
  "lumo_ev": 0.73,
  "max_force_ev_per_a": 2.33,
  "de_lowest_ev": 4.055
}